Molecular formula: C4H11N3O2
Method: DFT, ωB97M-V with the def2-TZVPD basis set

```
20
C4H11N3O2 | the Open Molecules 2025 dataset | ωB97M-V with the def2-TZVPD basis set
C 1.5687 0.6636 -2.4731
C 0.9172 -0.6263 -2.0518
O -0.1879 -0.3873 -1.3240
O 1.3277 -1.7284 -2.2860
H 2.1739 0.6216 -3.3753
H 2.2641 1.0494 -1.7216
H 0.8396 1.4525 -2.5921
C 1.1566 0.5905 2.1899
C -1.2131 0.2549 1.5430
N -1.3122 -1.0200 1.6469
N -0.0912 1.0133 1.6458
N -2.3492 0.9914 1.1965
H -0.3993 -1.4342 1.7854
H -0.5559 -1.2276 -1.0093
H -0.2118 1.9763 1.3884
H -2.5359 1.8917 1.5918
H -3.0425 0.4184 0.7522
H 1.0301 0.0261 3.1038
H 1.7898 1.4472 2.4051
H 1.6785 -0.0790 1.4881
```

Values from the calculation:
- Gap between HOMO and LUMO: 9.53 eV
- Electronic energy: -473.7804 hartree
- Highest occupied orbital energy: -8.878 eV
- SMILES: [H]/N=C(/N)NC.CC(=O)O

Löwdin atomic charge list, values in e, 2 entries: number 1, C, carries 0.01; number 2, C, carries -0.58

***

Molecular formula: C19H32N2O4S
Method: DFT, ωB97M-V with the def2-TZVPD basis set

```
58
C19H32N2O4S | the Open Molecules 2025 dataset | ωB97M-V with the def2-TZVPD basis set
C -4.9948 -2.9961 1.0009
C -3.7362 -2.4305 0.3624
H -3.6060 -2.8353 -0.6496
H -2.8533 -2.6935 0.9608
O -3.8805 -1.0213 0.3057
C -2.8865 -0.2891 -0.2532
C -1.6992 -0.8078 -0.7628
C -0.7539 0.0430 -1.2951
C -0.9419 1.4189 -1.3504
C -2.1382 1.9361 -0.8535
C -3.0878 1.0916 -0.3133
H -4.0120 1.4895 0.0749
H -2.3326 2.9965 -0.8801
O 0.0900 2.1450 -1.8477
C -0.1312 3.4948 -2.2206
C 1.0973 3.9531 -2.9898
H 0.9468 4.9610 -3.3656
H 1.2717 3.2770 -3.8222
H 1.9710 3.9401 -2.3437
H -1.0256 3.5656 -2.8521
H -0.2796 4.1146 -1.3244
S 0.7483 -0.6541 -1.9952
O 0.8902 -0.1798 -3.3394
O 0.6934 -2.0727 -1.7921
N 2.0427 -0.0271 -1.1743
H 2.2620 0.8720 -1.5739
C 2.2118 -0.0825 0.2689
C 1.6803 1.1802 0.9608
H 2.3892 1.9929 0.7931
H 0.7357 1.4632 0.4994
C 1.4555 0.9833 2.4783
N 2.1820 -0.1911 2.9237
H 2.1533 -0.2618 3.9339
C 1.9435 -1.4969 2.3213
C 1.5373 -1.3143 0.8526
H 1.8128 -2.1920 0.2714
H 0.4572 -1.1948 0.7687
C 0.8692 -2.3151 3.0579
H -0.0854 -1.7965 3.0703
H 0.7327 -3.2736 2.5636
H 1.1749 -2.4990 4.0868
C 3.2712 -2.2652 2.4085
H 3.1619 -3.2633 1.9940
H 3.5855 -2.3490 3.4462
H 4.0474 -1.7396 1.8612
C -0.0577 0.9482 2.7814
H -0.4950 1.9271 2.5968
H -0.5762 0.2288 2.1532
H -0.2271 0.6909 3.8258
C 2.0618 2.1689 3.2427
H 1.8383 2.0921 4.3047
H 3.1412 2.1721 3.1182
H 1.6577 3.1079 2.8735
H 3.2910 -0.1575 0.4558
H -1.4703 -1.8608 -0.7773
H -5.1212 -2.5879 1.9999
H -4.9216 -4.0778 1.0632
H -5.8641 -2.7304 0.4061
```

Values from the calculation:
- Gap between HOMO and LUMO: 8.98 eV
- Electronic energy: -1551.8308 hartree
- Highest occupied orbital energy: -8.387 eV
- SMILES: CCOc1ccc(OCC)c(S(=O)(=O)NC2CC(C)(C)NC(C)(C)C2)c1

Löwdin atomic charge list, values in e, 2 entries: number 1, C, carries -0.06; number 2, C, carries -0.25

***

Molecular formula: C45H38AgGe2N2O2Se2Te2
Method: DFT, ωB97M-V with the def2-TZVPD basis set

```
94
C45H38AgGe2N2O2Se2Te2 | the Open Molecules 2025 dataset | ωB97M-V with the def2-TZVPD basis set
Ag 2.2704 0.9232 -0.5688
Se 4.3447 1.4403 -2.1708
Te 5.7690 0.5448 -0.3178
Te 5.0052 2.0432 1.7786
Se 2.8020 1.0383 2.3767
O -1.5954 0.7393 -1.0596
C -0.7829 0.2192 -0.3002
O 0.3518 -0.2357 -0.6175
C -1.1517 0.0752 1.1990
C -0.8087 -1.3054 1.7269
Ge -1.8743 -2.8329 0.9864
C -0.7105 -4.4601 1.1070
C -0.1138 -4.7774 2.2805
C 0.7711 -5.8874 2.4687
C 1.2449 -6.5929 1.4133
C 0.7889 -6.1949 0.1324
C -0.3793 -5.2371 -0.0924
C -3.4268 -3.3190 2.1549
C -4.0974 -4.5145 1.9221
C -5.0877 -4.9604 2.7774
C -5.4207 -4.2157 3.8976
C -4.7792 -3.0100 4.1304
C -3.7976 -2.5661 3.2602
C -2.4885 -2.7078 -0.8894
C -3.8114 -2.8834 -1.2711
C -4.1986 -2.6626 -2.5824
C -3.2708 -2.2399 -3.5191
C -1.9459 -2.0878 -3.1506
C -1.5577 -2.3357 -1.8485
H -2.2045 0.3367 1.3336
H -0.5328 0.8043 1.7321
H -0.8926 -1.3314 2.8168
H 0.2354 -1.5041 1.4810
H -0.3618 -4.1986 3.1619
H 1.0658 -6.1388 3.4757
H 1.9042 -7.4456 1.5158
H 2.1731 -6.5305 -1.3582
H -1.1893 -5.5211 -0.7599
H -3.8222 -5.1081 1.0588
H -5.5945 -5.8978 2.5812
H -6.1700 -4.5779 4.5908
H -5.0387 -2.4207 5.0000
H -3.3003 -1.6229 3.4435
H -4.5473 -3.1852 -0.5333
H -5.2346 -2.7980 -2.8666
H -3.5870 -2.0178 -4.5306
H -1.2159 -1.7492 -3.8698
H -0.5286 -2.1929 -1.5595
C 5.4500 6.0431 0.4506
C 4.4327 5.9264 1.3819
C 3.2659 5.2562 1.0551
C 3.0813 4.6859 -0.2010
C 4.1117 4.8280 -1.1263
C 5.2798 5.4985 -0.8114
Ge 1.5301 3.4444 -0.5914
C 0.1009 4.2301 0.5831
C -0.9238 4.9970 0.0451
C -1.9210 5.5319 0.8404
C -1.9142 5.3073 2.2058
C -0.9025 4.5415 2.7614
C 0.0892 4.0086 1.9548
C 0.8370 4.0979 -2.3614
C -0.2407 3.4080 -2.9092
C -0.8421 3.8336 -4.0798
C -0.3593 4.9492 -4.7441
C 0.7234 5.6345 -4.2226
C 1.3055 5.2166 -3.0369
H 6.3741 6.5449 0.7128
H 4.5601 6.3445 2.3738
H 2.4822 5.1625 1.7947
H 4.0051 4.3804 -2.1072
H 6.0712 5.5784 -1.5468
H -0.9465 5.1734 -1.0211
H -2.7116 6.1230 0.3900
H -2.7008 5.7181 2.8300
H -0.8966 4.3518 3.8285
H 0.8634 3.3957 2.4006
H -0.6251 2.5350 -2.3963
H -1.6934 3.2962 -4.4768
H -0.8275 5.2843 -5.6632
H 1.1105 6.5044 -4.7425
H 2.1345 5.7779 -2.6248
N 1.1704 -6.3296 -1.2669
C 0.9639 -4.9801 -0.7127
C 1.7725 -3.7748 -0.6984
C 1.9247 -3.0321 -1.8694
C 2.5504 -1.8053 -1.8033
N 3.0280 -1.2897 -0.6709
C 2.9325 -2.0213 0.4351
C 2.3205 -3.2594 0.4753
H 1.5180 -3.3982 -2.7999
H 2.6843 -1.2073 -2.6990
H 3.3696 -1.5935 1.3292
H 2.2497 -3.8113 1.3991
```

Values from the calculation:
- Gap between HOMO and LUMO (alpha / beta): 4.96 / 5.20 eV
- Electronic energy: -11637.3184 hartree
- Highest occupied orbital energy (alpha / beta): -1.143 / -1.443 eV
- Net charge: -2
- Multiplicity: 2

Löwdin atomic charge list, values in e, 2 entries: number 1, Ag, carries 0.39; number 2, Se, carries -0.25